No. 1
C4H6ClN3O | ωB97M-V with the def2-TZVPD basis set

```
15
C4H6ClN3O ωB97M-V with the def2-TZVPD basis set
C 0.964 1.763 -0.009
C 1.200 0.429 0.509
C -1.934 0.354 0.726
C -1.109 -1.516 -0.700
N 0.263 -0.409 0.816
N -1.001 -0.427 0.266
N 2.451 0.144 0.968
O 0.365 1.857 -1.168
Cl -3.485 0.060 0.009
H -0.955 -1.131 -1.710
H -0.341 -2.256 -0.475
H -2.097 -1.965 -0.632
H 3.092 0.913 1.077
H 2.513 -0.585 1.663
H 0.073 2.770 -1.339
```

Summary:
Net charge: 0
Strongest force on any atom: 1.93 eV/Å
Molecular weight: 147.6 g/mol
Orbital gap: 8.048 eV
LUMO energy: -0.32 eV
ΔE to the lowest compared entry with this formula, charge and spin: 520.0 kJ/mol

No. 2
C4H6ClNO | ωB97M-V with the def2-TZVPD basis set

```
13
C4H6ClNO ωB97M-V with the def2-TZVPD basis set
C -0.505 1.683 1.148
C -0.687 0.349 0.398
O 0.488 -0.471 0.247
C 0.759 -0.957 -1.070
Cl 2.597 -0.873 -1.248
C 0.443 -2.372 -1.204
N 0.300 -3.515 -1.212
H 0.327 1.552 1.941
H -0.144 2.551 0.562
H -1.412 1.968 1.673
H -1.195 0.500 -0.496
H -1.319 -0.095 1.168
H 0.348 -0.319 -1.909
```

Summary:
Net charge: 0
Strongest force on any atom: 3.04 eV/Å
Molecular weight: 119.6 g/mol
Orbital gap: 11.435 eV
LUMO energy: 0.55 eV
ΔE to the lowest compared entry with this formula, charge and spin: 222.2 kJ/mol

No. 3
C4H6ClNO | ωB97M-V with the def2-TZVPD basis set

```
13
C4H6ClNO ωB97M-V with the def2-TZVPD basis set
C -2.511 -1.273 -0.021
C -1.765 0.058 -0.034
O -2.353 1.133 0.023
N -0.433 -0.115 0.043
C 0.377 1.026 0.016
C 1.711 0.985 -0.018
Cl 2.402 -0.644 0.004
H -2.346 -1.681 0.957
H -3.625 -1.163 -0.160
H -2.059 -2.008 -0.775
H 0.027 -1.034 -0.008
H -0.187 1.938 -0.183
H 2.344 1.865 -0.031
```

Summary:
Net charge: 0
Strongest force on any atom: 2.75 eV/Å
Molecular weight: 119.6 g/mol
Orbital gap: 9.792 eV
LUMO energy: 0.69 eV
ΔE to the lowest compared entry with this formula, charge and spin: 74.4 kJ/mol

No. 4
C4H6ClNO | ωB97M-V with the def2-TZVPD basis set

```
13
C4H6ClNO ωB97M-V with the def2-TZVPD basis set
C -0.132 1.320 1.224
C -1.234 -0.579 -0.974
C 0.807 0.890 0.247
C 0.144 -0.863 -0.445
N -0.863 1.677 2.031
O 2.091 0.645 0.678
Cl 0.144 -1.912 0.963
H -1.821 -0.025 -0.241
H -1.164 0.017 -1.882
H -1.772 -1.500 -1.205
H 0.833 1.503 -0.651
H 0.893 -1.183 -1.158
H 2.074 0.011 1.411
```

Summary:
Net charge: 0
Strongest force on any atom: 4.61 eV/Å
Molecular weight: 119.6 g/mol
Orbital gap: 10.414 eV
LUMO energy: 0.70 eV
ΔE to the lowest compared entry with this formula, charge and spin: 215.0 kJ/mol

No. 5
C4H6ClNS | ωB97M-V with the def2-TZVPD basis set

```
13
C4H6ClNS ωB97M-V with the def2-TZVPD basis set
C 0.589 -0.507 -1.127
C -0.548 -0.363 -0.442
C -0.553 0.106 0.919
C 0.368 -0.251 1.750
S -1.785 1.350 1.394
N -2.642 1.676 -0.046
Cl -3.800 0.437 -0.576
H 0.416 -0.721 -2.158
H 1.611 -0.506 -0.705
H -1.638 -0.447 -0.712
H 0.468 0.145 2.737
H 1.203 -1.009 1.663
H -2.047 1.877 -0.745
```

Summary:
Net charge: 0
Strongest force on any atom: 4.83 eV/Å
Molecular weight: 135.6 g/mol
Orbital gap: 9.079 eV
LUMO energy: 0.26 eV
ΔE to the lowest compared entry with this formula, charge and spin: 306.9 kJ/mol

No. 6
C4H6ClNS | ωB97M-V with the def2-TZVPD basis set

```
13
C4H6ClNS ωB97M-V with the def2-TZVPD basis set
C 1.040 -1.521 0.055
C 1.347 -0.144 -0.387
Cl 2.986 -0.128 -1.077
C 0.648 0.924 -0.433
C -0.759 1.149 -0.203
N -1.526 0.376 0.472
S -3.211 0.852 0.743
H -0.075 -1.557 0.132
H 1.277 -2.248 -0.663
H 1.512 -1.690 1.042
H 1.209 1.854 -0.752
H -1.120 2.102 -0.722
H -3.327 0.032 1.793
```

Summary:
Net charge: 0
Strongest force on any atom: 4.35 eV/Å
Molecular weight: 135.6 g/mol
Orbital gap: 9.123 eV
LUMO energy: 0.26 eV
ΔE to the lowest compared entry with this formula, charge and spin: 132.9 kJ/mol

No. 7
C4H6ClNS | ωB97M-V with the def2-TZVPD basis set

```
13
C4H6ClNS ωB97M-V with the def2-TZVPD basis set
C 1.487 -0.148 0.865
C 0.666 0.401 -0.271
C -0.521 -0.465 -0.775
C -1.786 0.000 -0.151
Cl -3.110 -1.093 0.127
N -1.941 1.181 0.249
S -0.310 2.042 -0.005
H 2.220 0.501 1.179
H 2.015 -1.065 0.702
H 0.771 -0.297 1.619
H 1.306 0.712 -1.160
H -0.415 -1.551 -0.582
H -0.383 -0.218 -1.795
```

Summary:
Net charge: 0
Strongest force on any atom: 2.51 eV/Å
Molecular weight: 135.6 g/mol
Orbital gap: 9.509 eV
LUMO energy: 0.59 eV
ΔE to the lowest compared entry with this formula, charge and spin: 80.7 kJ/mol

No. 8
C4H6ClPS | ωB97M-V with the def2-TZVPD basis set

```
13
C4H6ClPS ωB97M-V with the def2-TZVPD basis set
C 0.059 0.117 -1.165
C 1.408 0.269 -1.221
C -0.560 -0.385 0.116
C 0.480 -0.226 1.201
P 2.198 -0.307 0.382
S 4.439 1.469 -0.046
Cl 2.211 -2.178 -0.188
H -0.589 0.482 -1.919
H 1.967 0.429 -2.064
H -1.484 0.287 0.295
H -0.767 -1.452 -0.028
H 0.232 0.898 1.389
H 0.365 -0.885 2.058
```

Summary:
Net charge: 0
Strongest force on any atom: 4.16 eV/Å
Molecular weight: 152.6 g/mol
Orbital gap (spin up / spin down): 7.026 / 7.058 eV
LUMO energy (spin up / spin down): -1.93 / -2.07 eV
ΔE to the lowest compared entry with this formula, charge and spin: 364.7 kJ/mol

No. 9
C4H6CsF3O2 | ωB97M-V with the def2-TZVPD basis set

```
16
C4H6CsF3O2 ωB97M-V with the def2-TZVPD basis set
Cs 11.416 19.168 -3.578
C 11.129 16.198 -7.646
O 10.768 16.711 -6.317
O 12.379 15.644 -7.251
C 9.978 15.299 -8.324
F 8.957 15.952 -8.794
F 10.582 14.744 -9.408
F 9.602 14.245 -7.619
C 9.758 17.790 -6.423
C 9.865 18.527 -5.063
H 10.902 18.861 -5.083
H 9.234 19.414 -5.001
H 9.715 18.017 -4.111
H 8.859 17.243 -6.705
H 9.921 18.584 -7.152
H 11.307 17.053 -8.298
```

Summary:
Net charge: 0
Strongest force on any atom: 16.99 eV/Å
Molecular weight: 276.0 g/mol
Orbital gap: 4.662 eV
LUMO energy: -1.38 eV
ΔE to the lowest compared entry with this formula, charge and spin: 799.8 kJ/mol

No. 10
C4H6CsFO4 | ωB97M-V with the def2-TZVPD basis set

```
16
C4H6CsFO4 ωB97M-V with the def2-TZVPD basis set
C -2.114 -1.769 -0.338
O -2.205 -0.650 0.460
Cs -4.301 1.950 2.038
H -2.113 -1.502 -1.418
H -1.170 -2.328 -0.157
H -2.894 -2.548 -0.207
C 0.221 1.235 0.617
O 1.158 0.455 1.216
C 2.113 0.023 0.291
C 1.819 0.867 -0.946
O 0.536 1.420 -0.665
O -0.352 2.098 1.265
F 1.899 -1.308 0.050
H 3.116 0.129 0.716
H 2.545 1.677 -1.075
H 1.744 0.250 -1.848
```

Summary:
Net charge: 0
Strongest force on any atom: 4.47 eV/Å
Molecular weight: 270.0 g/mol
Orbital gap: 4.601 eV
LUMO energy: -0.90 eV
ΔE to the lowest compared entry with this formula, charge and spin: 192.9 kJ/mol

No. 11
C4H6CuFO4 | ωB97M-V with the def2-TZVPD basis set

```
16
C4H6CuFO4 ωB97M-V with the def2-TZVPD basis set
O -2.274 0.059 -0.180
C -1.743 0.925 -0.837
C -0.399 1.506 -0.482
O 0.032 0.957 0.752
C 0.882 -0.075 0.822
O 1.735 -0.137 -0.166
O 0.815 -0.829 1.768
C 1.912 -1.420 -0.794
H -0.500 2.593 -0.355
F -2.920 -0.585 3.410
H -2.195 1.308 -1.773
H 0.317 1.323 -1.294
H 2.478 -1.221 -1.707
H 2.472 -2.083 -0.126
H 0.933 -1.852 -1.028
Cu -1.544 -0.468 1.991
```

Summary:
Net charge: 0
Strongest force on any atom: 1.86 eV/Å
Molecular weight: 200.6 g/mol
Orbital gap: 8.123 eV
LUMO energy: -0.17 eV
ΔE to the lowest compared entry with this formula, charge and spin: 80.0 kJ/mol

No. 12
C4H6CuO3 | ωB97M-V with the def2-TZVPD basis set

```
14
C4H6CuO3 ωB97M-V with the def2-TZVPD basis set
H -0.249 -0.197 1.235
O -1.917 -0.439 -0.051
O -1.072 0.340 -1.876
O -3.251 -0.160 -1.850
C -0.582 -0.136 0.205
C -0.058 0.319 -0.933
C -2.159 -0.111 -1.296
H 0.937 0.596 -1.257
Cu -4.897 -0.516 -1.720
H 2.105 1.015 1.492
C 2.653 0.057 1.507
H 2.803 -0.247 2.550
H 2.061 -0.703 0.983
H 3.625 0.183 1.013
```

Summary:
Expectation value of S²: 0.76
Multiplicity: 2
Net charge: +2
Strongest force on any atom: 5.71 eV/Å
Molecular weight: 165.6 g/mol
Orbital gap (spin up / spin down): 10.321 / 5.233 eV
LUMO energy (spin up / spin down): -9.16 / -14.25 eV
ΔE to the lowest compared entry with this formula, charge and spin: 8.6 kJ/mol